1.
Here is a molecular structure, C3H6ClN from the Open Molecules 2025 dataset. Energies are from ωB97M-V/def2-TZVPD.

Summary:
energy = -17217.857 eV
ΔE to the lowest compared entry with this formula, charge and spin = 215.6 kJ/mol
LUMO energy = 0.90 eV

CARTESIAN COORDINATES (ANGSTROEM)
C 0.6156 0.4528 0.0645
C 0.1841 -0.9043 0.6716
C -0.5717 0.6119 -0.7549
H 0.5679 1.2210 0.9722
H 0.1749 -1.0369 1.7588
H 1.1157 -1.5495 0.3876
H -1.8661 -0.7166 0.4609
H -0.1861 0.5490 -2.0580
H -1.1606 1.5337 -0.4788
N -1.0514 -0.7050 -0.1560
Cl 2.1777 0.5440 -0.8679

Charges per atom according to Mulliken partitioning, unit e: atom 1 (C): 0.24, atom 2 (C): -0.55, atom 3 (C): -0.51, atom 4 (H): 0.22, atom 5 (H): 0.27, atom 6 (H): 0.22, atom 7 (H): 0.27, atom 8 (H): 0.27, atom 9 (H): 0.21, atom 10 (N): -0.42, atom 11 (Cl): -0.21

2.
Here is a gas-phase ion, C5H6NO (charge +1) from the Open Molecules 2025 dataset. Energies are from ωB97M-V/def2-TZVPD.

Summary:
energy = -8805.145 eV
ΔE to the lowest compared entry with this formula, charge and spin = 753.2 kJ/mol
net charge = +1
LUMO energy = -6.19 eV

CARTESIAN COORDINATES (ANGSTROEM)
C -0.8845 -0.8650 -1.4232
C -0.6050 0.4752 -1.1910
C 0.4677 -0.7431 0.5013
C 0.2120 1.8677 0.7875
C -0.3362 -1.6041 -0.4085
N 0.2620 0.5042 -0.0647
O 1.2190 1.4956 0.0230
H -1.5582 -1.2198 -2.1545
H -0.0322 -0.6047 1.4054
H 1.5751 -0.9140 0.5506
H -0.5463 2.5140 0.3244
H 0.4768 1.8337 1.8619
H -0.2501 -2.7395 -0.2120

Charges per atom according to Mulliken partitioning, unit e: atom 1 (C): -0.37, atom 2 (C): -0.27, atom 3 (C): -0.37, atom 4 (C): -0.14, atom 5 (C): -0.20, atom 6 (N): 0.48, atom 7 (O): -0.33, atom 8 (H): 0.48, atom 9 (H): 0.39, atom 10 (H): 0.35, atom 11 (H): 0.30, atom 12 (H): 0.33, atom 13 (H): 0.37

3.
Here is a molecular structure, C19H53N7O10PS2 from the Open Molecules 2025 dataset. Energies are from ωB97M-V/def2-TZVPD.

Summary:
energy = -82426.762 eV
net charge = -1
LUMO energy = 1.66 eV

CARTESIAN COORDINATES (ANGSTROEM)
C -1.3179 -6.9009 -2.9620
C -1.1431 -5.7560 -3.9090
O -0.2987 -5.7206 -4.7834
N -2.0487 -4.6400 -3.6096
C -1.2248 -3.4254 -3.5362
S -3.2309 -4.5615 -4.8381
O -3.2043 -5.8651 -5.4401
O -2.9001 -3.4546 -5.6863
N -4.5287 -4.2702 -3.9712
S -5.8806 -4.9094 -4.5069
O -6.1075 -6.2535 -3.9926
O -6.1522 -4.7321 -5.9097
P -7.4215 -3.6947 -3.5779
N -7.3511 -4.1006 -1.9043
O -8.6946 -4.5838 -4.0952
H -0.7765 -6.6487 -2.0567
H -2.3648 -6.9603 -2.6988
H -0.9819 -7.8260 -3.3994
H -0.7407 -3.1819 -4.4721
H -0.4321 -3.6130 -2.8189
H -1.7942 -2.5782 -3.1887
H -8.2388 -4.5296 -1.6668
H -7.3676 -3.2170 -1.4118
H -8.4105 -5.5132 -4.0977
C 0.9080 -2.6990 1.5642
C 1.8342 -3.0902 0.4165
C 3.1177 -2.2506 0.3466
O 2.9515 -0.9463 -0.1741
C 2.4761 0.0166 0.7452
N 1.0723 -3.0565 -0.8340
H 0.3531 -1.7866 1.3488
H 0.1742 -3.4851 1.7364
H 1.4669 -2.5513 2.4914
H 2.1461 -4.1249 0.5877
H 3.8086 -2.7469 -0.3394
H 3.6155 -2.2071 1.3254
H 2.8541 -0.1613 1.7567
H 1.3841 0.0415 0.7532
H 2.8261 0.9938 0.4100
H 1.6565 -3.4161 -1.5842
H 0.9336 -2.0797 -1.0788
C 4.6872 4.8175 -0.9299
C 4.5132 3.3121 -0.7667
C 5.8190 2.5687 -0.4507
O 6.6848 2.3905 -1.5534
C 7.5002 3.5016 -1.8671
N 3.8532 2.7735 -1.9595
H 5.1223 5.0810 -1.8940
H 3.7197 5.3145 -0.8706
H 5.3204 5.2275 -0.1405
H 3.8452 3.1556 0.0864
H 5.5596 1.5582 -0.1229
H 6.3555 3.0470 0.3811
H 7.8031 4.0457 -0.9674
H 6.9972 4.1839 -2.5567
H 8.3941 3.1239 -2.3633
H 3.6463 1.7896 -1.8056
H 4.5420 2.7641 -2.7062
C -5.5244 -0.9911 3.3857
C -6.3951 -0.4991 2.2336
C -7.5943 -1.4100 1.9326
O -7.2788 -2.5981 1.2405
C -6.7891 -3.6591 2.0391
N -5.5463 -0.2863 1.0589
H -4.8806 -1.8170 3.0866
H -4.8746 -0.1880 3.7326
H -6.1341 -1.3190 4.2306
H -6.8061 0.4718 2.5275
H -8.2723 -0.8639 1.2712
H -8.1580 -1.6396 2.8477
H -7.2584 -3.6669 3.0278
H -5.7033 -3.6086 2.1443
H -7.0284 -4.5904 1.5279
H -6.0947 0.1443 0.3203
H -5.2985 -1.1974 0.6823
C 4.5889 7.8484 5.0683
C 4.2887 8.1614 3.6058
C 3.4545 7.0839 2.8991
O 4.1698 5.9176 2.5457
C 4.3411 4.9738 3.5858
N 5.5506 8.4285 2.9093
H 5.3768 7.1034 5.1736
H 4.9284 8.7475 5.5814
H 3.6994 7.4827 5.5849
H 3.6962 9.0807 3.5851
H 3.1000 7.5003 1.9528
H 2.5636 6.8220 3.4849
H 3.4767 4.9498 4.2552
H 5.2481 5.1747 4.1616
H 4.4515 3.9926 3.1239
H 5.3500 8.7435 1.9647
H 6.0231 7.5386 2.7784

Charges per atom according to Mulliken partitioning, unit e: atom 1 (C): -1.13, atom 2 (C): 0.62, atom 3 (O): -0.57, atom 4 (N): 0.07, atom 5 (C): -0.82, atom 6 (S): 1.03, atom 7 (O): -0.66, atom 8 (O): -0.69, atom 9 (N): -0.24, atom 10 (S): 0.82, atom 11 (O): -0.68, atom 12 (O): -0.60, atom 13 (P): 0.19, atom 14 (N): -0.38, atom 15 (O): -0.50, atom 16 (H): 0.25, atom 17 (H): 0.31, atom 18 (H): 0.36, atom 19 (H): 0.40, atom 20 (H): 0.16, atom 21 (H): 0.34, atom 22 (H): 0.25, atom 23 (H): 0.19, atom 24 (H): 0.34, atom 25 (C): -1.44, atom 26 (C): 0.18, atom 27 (C): -0.71, atom 28 (O): -0.35, atom 29 (C): -0.19, atom 30 (N): -0.56, atom 31 (H): 0.30, atom 32 (H): 0.35, atom 33 (H): 0.35, atom 34 (H): 0.39, atom 35 (H): 0.33, atom 36 (H): 0.42, atom 37 (H): 0.30, atom 38 (H): 0.27, atom 39 (H): -0.26, atom 40 (H): 0.28, atom 41 (H): 0.30, atom 42 (C): -1.62, atom 43 (C): 0.57, atom 44 (C): -0.61, atom 45 (O): -0.41, atom 46 (C): -0.64, atom 47 (N): -0.65, atom 48 (H): 0.31, atom 49 (H): 0.37, atom 50 (H): 0.32, atom 51 (H): 0.28, atom 52 (H): 0.24, atom 53 (H): 0.45, atom 54 (H): 0.29, atom 55 (H): 0.24, atom 56 (H): 0.27, atom 57 (H): 0.26, atom 58 (H): 0.33, atom 59 (C): -1.38, atom 60 (C): 0.36, atom 61 (C): -0.76, atom 62 (O): -0.28, atom 63 (C): -0.71, atom 64 (N): -0.72, atom 65 (H): 0.27, atom 66 (H): 0.35, atom 67 (H): 0.34, atom 68 (H): 0.38, atom 69 (H): 0.35, atom 70 (H): 0.39, atom 71 (H): 0.32, atom 72 (H): 0.25, atom 73 (H): 0.25, atom 74 (H): 0.27, atom 75 (H): 0.33, atom 76 (C): -1.40, atom 77 (C): 0.38, atom 78 (C): -0.81, atom 79 (O): -0.19, atom 80 (C): -0.75, atom 81 (N): -0.74, atom 82 (H): 0.29, atom 83 (H): 0.35, atom 84 (H): 0.34, atom 85 (H): 0.40, atom 86 (H): 0.34, atom 87 (H): 0.39, atom 88 (H): 0.34, atom 89 (H): 0.26, atom 90 (H): 0.21, atom 91 (H): 0.28, atom 92 (H): 0.31

4.
Here is 3 unconnected molecules or ions with the total composition C6H15NO2 from the Open Molecules 2025 dataset. Energies are from ωB97M-V/def2-TZVPD.

Summary:
energy = -12045.071 eV
ΔE to the lowest compared entry with this formula, charge and spin = 611.7 kJ/mol
LUMO energy (spin up / spin down) = 0.74 / 0.74 eV

CARTESIAN COORDINATES (ANGSTROEM)
C 0.1052 -0.2917 -0.1396
C 2.0846 0.9543 0.6530
C -0.4181 0.9374 0.1362
C -2.4606 0.0683 -0.5161
C -0.0046 -1.4277 0.8289
C 0.5928 -0.6373 -1.5150
N -3.3135 -0.0856 0.5919
O 3.0727 -0.0475 0.7518
O 2.3623 1.8604 -0.3812
H 3.2541 2.2346 -0.2668
H 3.1325 -0.4763 -0.1109
H 2.0345 1.4269 1.6401
H -3.1025 -0.8860 1.1733
H -3.4145 0.7438 1.1617
H -0.2714 1.7530 -0.5579
H -0.7282 1.1773 1.1453
H -2.3695 -0.8361 -1.1083
H -2.6872 0.9401 -1.1210
H -0.5609 -1.1515 1.7244
H 1.0037 -1.7192 1.1361
H -0.4727 -2.3004 0.3666
H -0.1511 -1.2343 -2.0491
H 1.4912 -1.2574 -1.4488
H 0.8211 0.2548 -2.0946

Charges per atom according to Mulliken partitioning, unit e: atom 1 (C): 1.59, atom 2 (C): -0.13, atom 3 (C): -1.38, atom 4 (C): -0.77, atom 5 (C): -1.48, atom 6 (C): -1.37, atom 7 (N): -0.47, atom 8 (O): -0.51, atom 9 (O): -0.49, atom 10 (H): 0.28, atom 11 (H): 0.33, atom 12 (H): 0.37, atom 13 (H): 0.24, atom 14 (H): 0.25, atom 15 (H): 0.39, atom 16 (H): 0.35, atom 17 (H): 0.36, atom 18 (H): 0.34, atom 19 (H): 0.35, atom 20 (H): 0.37, atom 21 (H): 0.34, atom 22 (H): 0.38, atom 23 (H): 0.37, atom 24 (H): 0.31

What is the formula in the second record? C5H6NO